1.
{
  "formula": "C4H9N5O4S",
  "method": "ωB97M-V with the def2-TZVPD basis set",
  "species": ["H", "N", "C", "S", "H", "N", "H", "N", "H", "C", "H", "O", "H", "O", "C", "N", "C", "H", "N", "H", "O", "O", "H"],
  "coordinates": [[-4.417208, 0.896719, 1.352923], [2.491432, -0.228256, -0.622861], [2.430256, -0.732422, 0.571044], [0.117274, 0.680736, 0.737712], [3.955873, -2.158229, 0.636109], [-0.607517, -0.145279, -0.420067], [1.286271, -0.743410, 2.347823], [1.807731, 1.419875, -2.282076], [-4.334127, 1.327642, -0.439337], [-1.936748, -0.261774, -0.423021], [3.262556, -0.577392, -1.195730], [-2.584117, 0.705624, 0.143204], [1.426938, 2.197983, -2.732318], [1.033160, 1.583961, -0.087447], [1.808175, 0.908254, -1.141959], [1.373181, -0.421603, 1.344088], [-4.035021, 0.602107, 0.282548], [-4.413786, -0.249382, -0.270516], [3.321721, -1.580725, 1.079897], [3.058567, -1.719949, 2.100011], [-2.570648, -1.165794, -1.052680], [-0.517227, 1.331267, 1.780056], [-1.956731, -1.669951, -1.707396]],
  "forces_ev_per_angstrom": [[1.10, -1.07, -2.20], [0.99, 1.01, -3.01], [-0.23, -1.20, 1.83], [0.80, -2.35, -2.30], [1.65, -1.13, -1.18], [0.98, -0.32, 1.57], [0.03, 0.58, -1.59], [2.26, -4.60, 3.41], [-0.60, 1.31, 0.07], [0.19, 2.43, 0.87], [-0.29, 0.41, -0.23], [-0.17, -1.55, 0.61], [-0.97, 1.50, -0.09], [0.98, -0.24, 0.29], [-1.16, 2.88, -2.99], [-1.87, 1.10, 1.18], [-1.21, 1.24, 0.32], [0.02, -0.86, 1.15], [-3.35, 2.03, 3.39], [1.37, -0.66, -1.84], [1.25, -1.64, -2.13], [-0.42, 0.34, 1.30], [-1.34, 0.80, 1.58]],
  "e_above_lowest_kcal_mol": 45.86,
  "e_tot_ha": -1130.03019,
  "total_charge": 2,
  "smiles": "[H]/N=C1/NC(=[NH2+])[NH+]=[S@](=O)(/N=C(/O)OC)O1"
}

=====

2.
{
  "formula": "C4H7NO",
  "method": "ωB97M-V with the def2-TZVPD basis set",
  "species": ["H", "C", "H", "H", "H", "H", "O", "N", "C", "H", "H", "C", "C"],
  "coordinates": [[-0.471765, -0.499634, -1.930511], [0.855709, -0.901440, 0.203111], [-1.752040, 1.198371, 0.814139], [-1.310107, -1.329030, 0.167232], [-1.143598, -0.253970, -2.150972], [0.321752, 2.292422, 0.027761], [2.478471, 0.810582, -0.487713], [0.234799, 1.292528, 0.182275], [-0.537519, -0.764095, 0.710187], [-0.666323, -1.025695, 1.774709], [1.381179, -1.842100, 0.132815], [1.438671, 0.309744, -0.103046], [-0.818322, 0.690717, 0.588595]],
  "forces_ev_per_angstrom": [[-0.07, 0.03, -0.07], [0.14, 0.05, 0.03], [0.15, -0.06, 0.00], [0.10, 0.07, 0.04], [0.03, -0.02, -0.04], [-0.04, -0.12, 0.02], [-0.24, -0.11, 0.05], [-0.17, -0.02, 0.05], [-0.05, 0.11, -0.03], [0.00, 0.01, -0.10], [-0.05, 0.13, 0.04], [-0.10, -0.07, 0.06], [0.30, 0.01, -0.05]],
  "e_above_lowest_kcal_mol": 68.36,
  "e_tot_ha": -286.52271
}